{
  "formula": "C88H180F18N8O12",
  "method": "wB97M-V/def2-TZVPD",
  "e_above_lowest_kj_mol": 0.0,
  "homo_energy_ev": -10.13,
  "orbital_gap_ev": 7.448,
  "charge": 2,
  "total_energy_ha": -6598.50122,
  "e_lumo_ev": -2.685,
  "elements": ["C", "C", "C", "N", "C", "C", "C", "C", "C", "H", "H", "H", "H", "H", "H", "H", "H", "H", "H", "H", "H", "H", "H", "H", "H", "H", "H", "C", "C", "C", "N", "C", "C", "C", "C", "C", "H", "H", "H", "H", "H", "H", "H", "H", "H", "H", "H", "H", "H", "H", "H", "H", "H", "H", "C", "C", "C", "N", "C", "C", "C", "C", "C", "H", "H", "H", "H", "H", "H", "H", "H", "H", "H", "H", "H", "H", "H", "H", "H", "H", "H", "C", "C", "C", "N", "C", "C", "C", "C", "C", "H", "H", "H", "H", "H", "H", "H", "H", "H", "H", "H", "H", "H", "H", "H", "H", "H", "H", "C", "C", "C", "N", "C", "C", "C", "C", "C", "H", "H", "H", "H", "H", "H", "H", "H", "H", "H", "H", "H", "H", "H", "H", "H", "H", "H", "C", "C", "C", "N", "C", "C", "C", "C", "C", "H", "H", "H", "H", "H", "H", "H", "H", "H", "H", "H", "H", "H", "H", "H", "H", "H", "H", "C", "C", "C", "N", "C", "C", "C", "C", "C", "H", "H", "H", "H", "H", "H", "H", "H", "H", "H", "H", "H", "H", "H", "H", "H", "H", "H", "C", "C", "C", "N", "C", "C", "C", "C", "C", "H", "H", "H", "H", "H", "H", "H", "H", "H", "H", "H", "H", "H", "H", "H", "H", "H", "H", "C", "O", "O", "C", "F", "F", "F", "C", "C", "H", "H", "H", "H", "H", "H", "C", "O", "O", "C", "F", "F", "F", "C", "C", "H", "H", "H", "H", "H", "H", "C", "O", "O", "C", "F", "F", "F", "C", "C", "H", "H", "H", "H", "H", "H", "C", "O", "O", "C", "F", "F", "F", "C", "C", "H", "H", "H", "H", "H", "H", "C", "O", "O", "C", "F", "F", "F", "C", "C", "H", "H", "H", "H", "H", "H", "C", "O", "O", "C", "F", "F", "F", "C", "C", "H", "H", "H", "H", "H", "H"],
  "coordinates": [[3.73, -5.61, -1.52], [2.93, -5.56, -0.14], [3.56, -4.63, 0.93], [2.53, -3.99, 1.78], [1.57, -3.24, 0.93], [3.13, -3.04, 2.77], [3.25, -3.84, 4.08], [2.57, -5.26, 3.75], [1.71, -4.98, 2.57], [4.73, -6.07, -1.42], [3.91, -4.53, -1.88], [3.20, -6.22, -2.24], [2.67, -6.60, 0.23], [1.96, -5.18, -0.45], [4.08, -3.82, 0.39], [4.25, -5.05, 1.64], [0.92, -2.75, 1.62], [1.01, -4.00, 0.39], [2.10, -2.45, 0.41], [2.54, -2.18, 2.98], [4.10, -2.68, 2.45], [2.64, -3.31, 4.82], [4.24, -4.02, 4.39], [2.00, -5.61, 4.59], [3.37, -5.96, 3.55], [0.87, -4.34, 2.85], [1.41, -5.82, 1.88], [-2.36, 7.53, -0.36], [-2.07, 6.03, -0.89], [-2.71, 5.20, 0.22], [-2.66, 3.73, 0.20], [-1.28, 3.25, 0.16], [-3.62, 3.18, -0.86], [-4.30, 1.98, -0.27], [-4.03, 1.98, 1.23], [-3.34, 3.33, 1.46], [-2.17, 8.28, -1.13], [-1.84, 7.75, 0.60], [-3.44, 7.52, -0.19], [-0.99, 5.92, -0.97], [-2.46, 5.78, -1.89], [-3.82, 5.46, 0.31], [-2.30, 5.52, 1.16], [-1.21, 2.18, 0.19], [-0.66, 3.66, 0.95], [-0.76, 3.49, -0.83], [-3.06, 2.95, -1.74], [-4.25, 3.95, -1.25], [-4.00, 1.12, -0.75], [-5.40, 2.00, -0.51], [-3.23, 1.26, 1.40], [-4.95, 1.86, 1.71], [-2.60, 3.50, 2.28], [-4.07, 4.06, 1.77], [-3.34, -9.48, -2.50], [-2.01, -8.90, -1.90], [-2.29, -8.03, -0.66], [-2.16, -6.52, -0.90], [-0.71, -6.12, -1.05], [-2.80, -5.81, 0.34], [-3.19, -4.46, -0.26], [-3.76, -4.82, -1.62], [-2.91, -6.01, -2.08], [-3.72, -8.76, -3.19], [-4.04, -9.70, -1.64], [-3.06, -10.40, -3.05], [-1.47, -8.42, -2.74], [-1.37, -9.72, -1.59], [-1.58, -8.28, 0.19], [-3.30, -8.12, -0.20], [-0.29, -6.14, -0.07], [-0.51, -5.10, -1.40], [-0.18, -6.78, -1.75], [-2.12, -5.83, 1.17], [-3.66, -6.37, 0.61], [-2.32, -3.82, -0.44], [-3.85, -3.89, 0.40], [-3.61, -3.95, -2.21], [-4.80, -5.13, -1.67], [-2.15, -5.77, -2.82], [-3.57, -6.75, -2.41], [-10.48, -3.66, 5.05], [-9.40, -4.45, 4.33], [-8.97, -3.61, 3.07], [-7.51, -3.79, 2.67], [-7.34, -5.30, 2.62], [-6.46, -3.06, 3.62], [-6.26, -1.82, 2.91], [-6.18, -2.22, 1.45], [-7.27, -3.20, 1.27], [-10.08, -2.81, 5.60], [-11.14, -4.19, 5.73], [-11.05, -3.22, 4.21], [-9.76, -5.43, 3.92], [-8.58, -4.60, 5.03], [-9.07, -2.55, 3.36], [-9.54, -3.87, 2.22], [-8.05, -5.50, 1.75], [-7.53, -5.71, 3.61], [-6.35, -5.60, 2.24], [-5.56, -3.67, 3.65], [-6.86, -3.08, 4.65], [-5.40, -1.28, 3.14], [-7.13, -1.19, 3.07], [-5.22, -2.63, 1.26], [-6.20, -1.37, 0.72], [-7.07, -3.98, 0.58], [-8.20, -2.63, 1.08], [-2.66, 0.15, 6.20], [-2.83, 1.65, 6.56], [-2.59, 1.80, 8.06], [-1.18, 2.10, 8.54], [-0.87, 1.50, 9.95], [-0.78, 3.63, 8.49], [0.63, 3.69, 8.03], [1.22, 2.25, 7.95], [-0.10, 1.49, 7.65], [-3.22, -0.44, 6.95], [-1.61, -0.05, 6.36], [-2.87, -0.11, 5.17], [-3.83, 2.04, 6.35], [-2.15, 2.29, 5.92], [-2.80, 0.80, 8.42], [-3.26, 2.52, 8.55], [0.09, 1.77, 10.25], [-0.88, 0.40, 9.85], [-1.72, 1.81, 10.63], [-0.97, 3.99, 9.46], [-1.30, 4.22, 7.76], [1.25, 4.26, 8.73], [0.78, 4.11, 7.01], [1.61, 1.96, 8.97], [1.83, 2.25, 7.08], [-0.08, 0.40, 7.73], [-0.34, 1.80, 6.63], [3.31, 5.06, -6.91], [1.89, 5.20, -6.65], [1.09, 6.49, -7.04], [1.19, 7.71, -6.15], [2.66, 8.10, -6.15], [0.58, 7.44, -4.81], [0.26, 8.77, -4.23], [0.24, 9.78, -5.38], [0.33, 8.96, -6.65], [3.56, 5.34, -7.90], [3.54, 4.01, -6.77], [3.80, 5.66, -6.14], [1.61, 4.83, -5.66], [1.38, 4.46, -7.34], [0.04, 6.22, -7.00], [1.30, 6.82, -8.06], [3.03, 7.96, -7.17], [3.29, 7.54, -5.46], [2.78, 9.16, -5.94], [1.33, 6.81, -4.32], [-0.32, 6.88, -5.07], [0.86, 9.03, -3.37], [-0.76, 8.82, -3.84], [1.09, 10.44, -5.15], [-0.66, 10.37, -5.31], [0.89, 9.44, -7.47], [-0.61, 8.52, -6.96], [8.28, 2.00, -4.04], [9.20, 0.85, -3.46], [9.04, 0.73, -2.02], [10.04, 0.04, -1.19], [9.83, -1.45, -1.40], [9.76, 0.48, 0.26], [10.82, 1.53, 0.62], [11.60, 1.80, -0.72], [11.47, 0.45, -1.37], [8.46, 2.86, -3.39], [7.16, 1.79, -4.15], [8.66, 2.31, -5.03], [10.16, 1.21, -3.76], [8.97, -0.09, -4.01], [8.11, 0.23, -1.85], [8.94, 1.78, -1.56], [10.12, -1.76, -2.39], [8.80, -1.68, -1.09], [10.51, -1.95, -0.71], [9.81, -0.40, 0.84], [8.75, 0.85, 0.29], [11.47, 1.10, 1.44], [10.33, 2.51, 0.95], [12.66, 1.97, -0.59], [11.21, 2.74, -1.33], [12.03, -0.23, -0.67], [11.75, 0.29, -2.43], [-6.38, -1.96, -4.75], [-5.09, -2.22, -5.49], [-3.97, -1.48, -4.83], [-2.56, -1.87, -5.31], [-2.57, -2.10, -6.75], [-2.00, -3.01, -4.63], [-0.51, -2.92, -4.83], [-0.20, -1.43, -4.66], [-1.56, -0.72, -4.91], [-6.19, -2.14, -3.64], [-7.13, -2.54, -5.29], [-6.62, -0.91, -4.62], [-5.22, -1.92, -6.55], [-4.89, -3.26, -5.33], [-4.00, -1.51, -3.78], [-3.98, -0.41, -5.00], [-3.09, -1.23, -7.22], [-3.15, -3.00, -6.96], [-1.57, -2.19, -7.08], [-2.39, -3.96, -5.05], [-2.21, -2.96, -3.61], [-0.31, -3.23, -5.88], [0.10, -3.55, -4.14], [0.63, -1.19, -5.37], [0.09, -1.19, -3.71], [-1.51, 0.06, -5.73], [-1.96, -0.19, -4.07], [-0.42, -1.52, -1.19], [0.58, -0.98, -0.29], [-0.37, -2.83, -1.44], [-1.73, -1.10, -0.49], [-2.84, -1.48, -1.18], [-1.96, -1.56, 0.80], [-1.87, 0.23, -0.39], [1.38, 0.14, -0.74], [1.65, 1.02, 0.49], [2.51, 1.67, 0.27], [0.83, 1.71, 0.66], [1.75, 0.38, 1.39], [0.86, 0.70, -1.45], [2.31, -0.31, -1.20], [-0.31, -0.84, -2.10], [3.17, 5.55, -2.94], [3.19, 4.12, -2.52], [3.10, 5.84, -4.18], [2.01, 6.04, -2.16], [1.90, 5.72, -0.80], [2.03, 7.45, -2.12], [0.87, 5.45, -2.60], [4.43, 3.52, -2.99], [4.92, 2.67, -1.86], [4.92, 3.30, -0.92], [4.33, 1.81, -1.50], [5.94, 2.21, -1.97], [5.19, 4.31, -3.05], [4.44, 2.96, -3.94], [4.07, 5.90, -2.41], [-3.00, 1.86, -4.15], [-1.78, 2.49, -3.79], [-3.43, 1.08, -3.18], [-4.13, 2.86, -4.56], [-4.46, 3.58, -3.47], [-3.67, 3.77, -5.48], [-5.25, 2.26, -5.02], [-0.83, 2.73, -4.93], [0.51, 2.18, -4.46], [0.86, 2.80, -3.58], [0.32, 1.20, -4.24], [1.38, 2.25, -5.14], [-0.84, 3.82, -5.15], [-1.24, 2.25, -5.80], [-2.91, 1.31, -5.12], [6.80, -1.45, 0.57], [6.85, -2.11, 1.97], [6.90, -2.25, -0.44], [5.57, -0.54, 0.55], [4.93, -0.59, -0.65], [4.70, -0.87, 1.53], [5.89, 0.81, 0.73], [8.01, -2.75, 2.11], [8.44, -2.83, 3.58], [9.50, -2.79, 3.74], [8.13, -1.85, 3.96], [7.91, -3.68, 4.06], [8.77, -2.15, 1.58], [8.00, -3.75, 1.68], [7.64, -0.75, 0.83], [-4.03, -6.01, 3.68], [-3.33, -4.80, 4.29], [-4.38, -5.85, 2.42], [-3.23, -7.33, 3.83], [-4.09, -8.38, 3.41], [-2.07, -7.34, 3.05], [-2.90, -7.73, 5.01], [-2.02, -4.49, 3.77], [-1.64, -3.20, 4.40], [-0.59, -2.96, 4.22], [-2.23, -2.35, 3.98], [-1.73, -3.21, 5.49], [-1.97, -4.40, 2.70], [-1.40, -5.33, 4.06], [-4.85, -6.06, 4.44], [-1.80, 4.98, 4.95], [-1.45, 4.26, 3.65], [-1.13, 4.53, 5.93], [-1.80, 6.55, 4.77], [-2.46, 6.94, 5.93], [-0.57, 7.06, 4.66], [-2.48, 7.23, 3.77], [-0.20, 3.63, 3.78], [0.94, 4.60, 3.81], [0.76, 5.27, 2.91], [0.78, 5.23, 4.71], [1.97, 4.13, 3.76], [-0.13, 2.91, 3.03], [-0.19, 2.99, 4.68], [-2.85, 4.86, 4.86]],
  "mulliken_charge": [-1.40, 0.22, -0.27, 0.96, -1.06, 0.03, -0.80, -1.07, 0.05, 0.38, 0.27, 0.44, 0.35, -0.48, -0.17, 0.92, 0.90, -0.18, 0.03, 0.09, 0.02, 0.37, 0.42, 0.48, 0.40, -0.08, 0.18, -1.33, 0.46, -1.46, 1.42, -0.81, 0.14, -0.10, -0.10, -0.38, 0.33, 0.32, 0.40, -0.18, 0.22, 0.60, 0.45, 0.26, 0.01, -0.06, -0.45, 0.38, -0.51, 0.51, -0.27, 0.82, -0.31, 0.76, -1.22, -0.59, -0.39, 1.06, -1.02, -1.39, 2.05, -0.12, -0.63, 0.32, 0.27, 0.40, 0.22, 0.55, 0.32, 0.52, 0.34, 0.02, 0.31, 0.04, 1.10, -1.04, -0.70, -0.60, 0.44, 0.62, 0.09, -1.45, -0.35, -1.09, 0.80, -0.83, 0.27, -1.51, 0.97, -0.68, 0.34, 0.38, 0.36, 0.36, 0.38, 0.53, 0.59, 0.48, 0.41, -0.13, -0.43, 0.47, 0.78, 0.34, -1.01, 0.61, 0.29, 0.21, -1.11, 0.61, -1.00, 0.55, -0.99, -0.48, 0.00, -0.71, -0.22, 0.32, 0.19, 0.41, 0.48, -0.64, 0.47, 0.40, 0.44, 0.35, 0.32, 0.51, 0.25, 0.51, -0.27, 0.19, 0.51, 0.42, -0.38, -1.71, 1.17, -1.28, 0.59, -0.61, 1.11, -0.57, -0.86, -0.48, 0.35, 0.45, 0.33, -0.62, 0.43, 0.53, 0.44, 0.40, -0.10, 0.45, -1.24, 0.17, 0.42, 0.27, 0.24, 0.43, 0.36, 0.43, -1.35, -0.28, -0.73, 0.52, -0.98, -0.18, -0.75, -0.71, -0.56, 0.40, 0.21, 0.45, 0.31, 0.38, 0.03, 0.49, 0.34, 0.51, 0.44, 0.02, 0.32, 0.34, 0.33, 0.49, 0.22, 0.45, 0.45, -1.34, -0.36, -0.16, 1.37, -1.22, 0.47, -1.04, 0.33, 0.28, 0.19, 0.42, 0.34, 0.34, 0.38, -0.42, 0.60, 0.28, 0.36, 0.48, 0.58, -0.92, 0.39, 0.29, 0.43, -0.49, 0.14, -0.77, 1.30, 0.11, -0.59, 0.20, 0.10, -0.13, -0.16, 0.09, 0.29, 0.55, -0.99, 0.01, 0.12, -0.10, -2.11, -0.70, 0.21, -0.85, 0.41, -0.31, -0.33, 0.45, -0.57, -0.01, 0.25, -0.20, -0.30, 0.40, 0.11, 0.45, -0.43, 0.31, -0.42, 0.47, -0.24, -0.30, -0.28, -0.27, 0.37, -0.20, -0.91, 0.48, 0.04, 0.56, 0.16, 1.57, -0.36, -0.97, 0.36, -0.27, -0.17, -0.30, 0.71, -1.34, 0.41, 0.31, 0.28, -0.54, 0.24, -0.98, 0.03, -0.48, -0.66, 0.46, -0.32, -0.13, -0.31, 0.72, -1.00, 0.28, -0.02, 0.47, -0.62, 0.47, 0.12, -0.33, -0.54, -0.78, 0.88, -0.27, -0.26, -0.31, 1.31, -1.27, 0.29, 0.17, 0.35, 0.49, -1.21, 0.03]
}